A 11-piece molecular cluster, C31H81O33S10 overall in a non-equilibrium geometry, computed with ωB97M-V with the def2-TZVPD basis set.

```
155
Properties=species:S:1:pos:R:3:forces:R:3
O 17.5011 -10.5819 14.2668 -1.21 0.16 -0.30
C 18.8054 -10.4210 14.0094 3.36 -1.55 -2.82
O 19.4958 -10.2207 15.0136 0.72 0.79 2.25
O 19.3020 -10.6428 12.8802 -1.36 0.27 -0.53
H 17.7098 -10.3950 15.1851 -1.48 0.09 1.47
O 16.2453 -7.6220 17.9256 0.23 0.75 0.06
S 17.0586 -6.5025 17.5149 2.49 0.83 -1.14
O 16.5160 -5.3388 16.8330 0.44 -1.43 1.90
O 17.9931 -5.9583 18.7966 -2.44 1.69 -1.52
C 18.6742 -6.8104 19.6411 0.27 -1.64 1.77
C 19.2407 -6.0573 20.8476 0.21 0.57 -0.73
C 18.5064 -7.0742 16.5441 -1.13 -0.45 0.20
H 19.4442 -7.3267 19.0678 0.05 -0.21 0.28
H 17.9913 -7.4866 20.1554 -0.19 -0.76 -0.82
H 18.5150 -5.9439 21.6530 -0.20 0.22 -0.26
H 19.5371 -5.0879 20.4469 0.28 0.22 0.53
H 20.0895 -6.5727 21.2972 0.12 -0.04 -0.32
H 18.7250 -8.0870 16.8827 0.16 0.08 0.02
H 19.3539 -6.4115 16.7191 -0.32 -0.01 -0.02
H 18.2072 -7.1287 15.4974 -0.04 0.18 0.08
O 22.6704 -14.3043 10.8670 -0.32 -1.15 0.63
S 22.2605 -15.2128 11.9235 -0.18 -1.09 0.04
O 21.6379 -14.6721 13.1027 0.46 -0.58 -0.79
O 21.1704 -16.3453 11.3485 2.32 1.92 2.33
C 21.3946 -16.8918 10.0670 -1.40 -0.23 -0.84
C 20.4239 -16.1672 9.1422 0.01 0.06 -0.31
C 23.7428 -16.2413 12.4482 -0.60 0.29 -0.37
H 21.0762 -17.9294 10.1675 0.34 -0.11 -0.02
H 22.4258 -16.8399 9.7175 0.07 0.06 0.23
H 19.8361 -16.8655 8.5464 0.42 0.10 -0.50
H 20.9754 -15.4176 8.5747 -0.30 -0.11 -0.42
H 19.6476 -15.6422 9.6988 0.29 -0.16 0.20
H 24.2309 -16.7824 11.6376 -0.36 0.35 -0.42
H 23.4802 -17.0034 13.1819 -0.45 0.42 0.12
H 24.4714 -15.5418 12.8582 -0.26 0.12 0.06
O 13.9012 -5.5761 14.1607 1.36 -3.29 -0.10
S 14.6059 -6.8817 14.1459 0.49 1.37 -0.59
O 16.0522 -6.9095 14.4167 -2.42 -0.28 -0.38
O 13.7974 -7.8587 15.1214 0.57 -0.35 0.45
C 14.4202 -9.1651 15.4744 -0.42 0.42 0.33
C 13.3320 -10.1648 15.8312 0.35 0.34 -0.76
C 14.2671 -7.8064 12.5713 -0.19 1.19 1.07
H 15.0466 -9.0264 16.3557 0.21 0.36 -0.29
H 15.0046 -9.5339 14.6314 0.14 0.15 0.08
H 13.8607 -11.0785 16.1024 -0.16 -0.06 0.29
H 12.7600 -10.3931 14.9319 -0.33 0.00 0.14
H 12.6904 -9.8154 16.6403 0.07 -0.08 -0.08
H 14.5211 -7.0980 11.7828 0.10 -0.36 -0.19
H 13.1959 -8.0050 12.6070 0.02 0.20 -0.16
H 14.7927 -8.7608 12.5420 0.35 0.35 0.06
O 23.4723 -11.7571 6.0632 1.06 0.42 1.57
S 23.8973 -11.4155 7.4176 -0.35 0.40 1.38
O 24.6516 -10.2035 7.7742 -1.23 -2.68 -1.18
O 22.5444 -11.2628 8.3154 2.00 0.98 -0.56
C 21.4678 -12.1454 8.2027 -0.66 -1.12 0.05
C 20.2458 -11.4191 8.6569 -1.12 0.61 0.04
C 24.6238 -12.9141 8.3146 0.43 0.92 -0.57
H 21.6552 -13.0250 8.8186 0.10 -0.10 0.22
H 21.3218 -12.5056 7.1844 0.17 0.19 -0.21
H 20.0130 -10.6067 7.9684 0.02 0.00 -0.17
H 20.2713 -10.9461 9.6386 0.52 -0.23 0.19
H 19.3751 -12.0745 8.6770 0.05 -0.23 -0.14
H 24.2428 -13.8655 7.9436 -0.58 0.36 0.07
H 24.4796 -12.7405 9.3810 -0.48 -0.04 -0.17
H 25.7045 -12.9850 8.1915 0.03 0.52 -0.42
O 24.4446 -9.7158 11.7668 -0.66 0.06 1.06
S 23.6435 -9.8394 12.9599 -1.06 0.54 0.57
O 24.3020 -9.8854 14.2851 -1.43 0.24 -2.28
O 22.5004 -8.5810 12.8770 4.29 -1.83 -3.36
C 21.7436 -8.3167 13.9440 -2.54 0.49 3.70
C 22.0478 -6.9502 14.5740 1.32 -0.05 -0.68
C 22.5083 -11.2570 12.7828 0.88 -0.13 0.24
H 21.9221 -9.1128 14.6667 -0.57 0.18 0.35
H 20.6926 -8.3480 13.6567 0.07 -0.31 -0.03
H 22.3988 -6.3391 13.7425 -0.20 0.38 -0.09
H 22.9333 -7.0518 15.2014 -0.03 0.07 0.30
H 21.2814 -6.3996 15.1195 -0.21 -0.55 -0.12
H 21.8219 -11.3247 13.6269 -0.06 0.33 -0.12
H 23.1566 -12.1332 12.7813 0.17 0.03 0.18
H 21.9811 -11.2804 11.8291 0.03 0.65 0.15
O 14.0285 -7.2534 9.2058 1.14 -0.98 -1.60
S 14.8925 -7.6775 8.1095 0.00 0.57 -0.71
O 15.6383 -6.6564 7.3350 -1.38 -2.68 1.67
O 15.9746 -8.8039 8.6291 0.00 1.88 -0.86
C 15.5390 -9.9482 9.3218 -1.49 -1.55 1.08
C 16.6780 -10.9206 9.6780 -0.40 1.49 -0.12
C 13.9080 -8.6909 6.8456 0.56 1.45 0.28
H 14.7657 -10.4771 8.7647 0.25 -0.19 -0.85
H 14.9317 -9.7214 10.1981 0.47 0.72 0.45
H 17.3144 -10.9583 8.7939 0.08 -0.64 0.15
H 16.2431 -11.8600 10.0194 0.12 -0.10 -0.51
H 17.2536 -10.5378 10.5208 0.19 0.16 -0.04
H 14.5903 -9.1508 6.1307 0.19 -0.30 0.52
H 13.4222 -7.9160 6.2526 -0.19 0.17 0.27
H 13.1433 -9.3478 7.2602 0.43 0.03 0.24
O 17.6337 -15.7456 11.9474 -0.95 1.39 -1.32
S 17.4655 -14.5447 11.1167 1.08 -1.02 -0.98
O 17.3468 -14.6818 9.6234 -0.43 0.66 4.01
O 16.2294 -13.6426 11.7066 0.66 -1.02 -2.80
C 16.1755 -13.4275 13.0935 0.81 0.53 1.27
C 15.0946 -12.3688 13.3898 0.88 -1.11 -0.86
C 18.9385 -13.5695 11.4949 -0.92 0.26 -0.39
H 17.1576 -13.0700 13.4027 0.01 0.39 0.20
H 16.0778 -14.3970 13.5820 -0.65 0.04 0.16
H 14.2311 -12.6716 12.7976 -0.48 -0.02 0.60
H 15.4017 -11.3995 12.9969 0.23 -0.03 0.30
H 14.9764 -12.3517 14.4732 -0.44 0.20 -0.20
H 19.2250 -13.7810 12.5251 0.10 -0.01 -0.27
H 18.7238 -12.5082 11.3692 0.03 0.07 0.11
H 19.6762 -13.8798 10.7550 0.04 -0.06 0.27
O 20.5830 -9.9519 18.8740 2.54 1.90 -1.67
S 21.6268 -9.2506 18.0781 -0.06 -0.42 0.77
O 21.3444 -7.9159 17.5090 0.68 -2.57 1.09
O 23.0150 -9.1624 19.0701 -2.28 -0.10 -1.51
C 24.0765 -8.3046 18.5780 -0.63 -0.06 -0.63
C 23.8730 -6.9608 19.1780 -0.30 0.35 0.81
C 22.3714 -10.4234 16.8826 -0.04 -0.45 0.99
H 24.0491 -8.0803 17.5116 -0.16 -0.98 -0.42
H 24.9604 -8.8954 18.8182 0.25 0.58 0.11
H 24.6044 -6.2384 18.8155 0.35 -0.06 0.63
H 23.7602 -7.1327 20.2485 0.61 0.75 0.25
H 22.9131 -6.5477 18.8683 -0.08 -0.28 -0.26
H 21.7047 -10.7639 16.0904 -0.15 0.74 -0.10
H 22.5784 -11.3189 17.4684 -0.34 0.03 0.44
H 23.3749 -10.1053 16.6000 -0.46 0.56 -0.49
O 16.5179 -5.6014 10.0960 2.37 1.20 -1.01
S 17.6866 -4.7933 9.6748 -1.37 -1.59 1.10
O 17.5410 -3.3575 9.7178 0.76 -1.22 -0.16
O 18.9489 -5.2146 10.6324 -1.00 2.17 -1.81
C 19.2434 -6.5898 10.9085 -0.84 0.36 0.75
C 18.8509 -6.7227 12.3980 0.86 -0.58 -0.93
C 18.3150 -5.3514 8.0363 -0.85 0.39 0.78
H 20.3004 -6.6766 10.6572 -0.02 -0.40 0.32
H 18.6469 -7.2127 10.2419 -0.01 -0.26 0.18
H 19.6556 -6.2899 12.9923 -0.11 0.05 0.13
H 18.7629 -7.7816 12.6410 -0.23 0.02 0.25
H 17.9339 -6.1573 12.5641 -0.01 -0.37 0.04
H 19.2353 -4.7925 7.8664 0.00 -0.34 0.00
H 17.5635 -5.1495 7.2731 -0.03 0.37 0.26
H 18.3781 -6.4394 8.0551 0.47 0.13 0.23
O 20.6710 -13.6923 17.2415 -1.45 -0.97 0.50
S 19.3622 -14.3376 17.1806 -0.19 0.88 -0.66
O 19.1289 -15.6833 17.6504 0.27 1.26 -0.14
O 18.2211 -13.3711 17.8580 1.82 -2.30 -0.43
C 18.5249 -11.9834 17.8869 1.12 0.80 1.18
C 17.1635 -11.3695 17.8862 0.42 0.86 -0.03
C 18.8212 -14.1527 15.4854 -0.04 -0.31 0.17
H 19.2757 -11.6404 17.1750 -0.85 -0.23 -1.31
H 19.1771 -11.7485 18.7282 -0.77 -0.24 0.89
H 16.6885 -11.7655 16.9887 -0.49 0.40 0.02
H 17.2515 -10.2831 17.9008 -0.18 0.12 -0.38
H 16.5970 -11.6228 18.7823 0.02 -0.32 -0.12
H 19.4434 -14.7655 14.8331 0.16 0.12 0.09
H 18.9192 -13.0906 15.2610 0.10 0.01 -0.11
H 17.7838 -14.4711 15.3829 0.08 -0.01 0.23
```
Positions in Å, forces in eV/Å.

Total charge: -1
Multiplicity: 1
HOMO-LUMO gap (hartree): 0.2876